(1)
28
Properties=species:S:1:pos:R:3:mulliken_charge:R:1 method="wB97M-V/def2-TZVPD" max_force_ev_per_a=9.33 charge=-1 orbital_gap_ev=5.41 homo_ha=-0.1338 mol_weight_g_mol=295.16
C -1.94 0.36 -1.21 0.151
F 1.97 -0.44 -3.42 -0.260
N -0.92 0.24 3.79 -0.606
O -3.12 -0.15 -0.77 -0.646
C -1.23 -0.33 -2.53 0.715
H 4.01 -0.44 -1.80 0.361
H -0.75 2.90 2.56 0.286
N -1.33 1.59 -0.50 -0.614
O 2.35 -3.13 -1.09 -0.476
F 1.41 0.40 -1.16 -0.211
H 0.79 -0.02 2.49 0.196
C -0.07 -1.45 -2.15 0.548
C 0.22 0.87 3.01 -0.484
H 1.00 1.43 3.71 0.330
H -0.60 0.04 4.78 0.224
F -0.69 0.81 -3.36 -0.300
C -1.48 1.32 0.98 -0.086
C 1.45 -0.82 -2.05 0.409
H 0.61 2.40 1.30 0.216
C -0.31 2.02 1.91 -0.376
H -2.55 1.67 1.34 0.139
F -0.52 -2.12 -0.91 -0.246
H -1.09 -0.68 3.32 0.246
F -0.10 -2.48 -3.25 -0.307
H -1.35 0.14 1.12 0.042
O 3.96 -1.32 -1.29 -0.457
C 2.57 -1.86 -1.43 0.518
F -2.29 -0.97 -3.39 -0.314


(2)
24
Properties=species:S:1:pos:R:3:mulliken_charge:R:1 method="wB97M-V/def2-TZVPD" max_force_ev_per_a=3.58 smiles="NCC1=C(COO)C(=O)C(N)=C(F)C1=O" orbital_gap_ev=8.18 homo_ha=-0.3430 mol_weight_g_mol=216.17
H 1.45 -1.15 1.41 0.231
H 2.91 -1.97 1.22 0.260
O -1.68 2.15 -1.26 -0.502
H 1.68 2.14 -1.26 0.239
N -3.62 0.44 0.47 -0.553
H -4.21 -0.35 0.74 0.272
C -2.39 0.02 -0.17 0.165
C -1.32 1.08 -0.76 0.180
C -2.06 -1.34 -0.31 0.330
N 2.34 -1.18 0.90 -0.526
H 2.28 1.26 0.22 0.528
C 1.97 -1.36 -0.56 -0.678
H -3.46 1.09 1.25 0.249
C 1.35 1.72 -0.24 -0.811
H 1.86 -2.49 -0.74 0.344
H 1.39 1.92 2.13 0.333
C 0.21 0.64 -0.58 0.631
C -0.70 -1.69 -1.07 0.165
F -2.91 -2.33 0.21 -0.305
O 1.34 2.85 1.79 -0.378
C 0.53 -0.72 -0.74 0.238
O -0.56 -2.62 -1.89 -0.537
H 2.76 -0.95 -1.26 0.284
O 0.83 2.84 0.51 -0.160


(3)
21
Properties=species:S:1:pos:R:3:mulliken_charge:R:1 method="wB97M-V/def2-TZVPD" max_force_ev_per_a=2.00 smiles=N#Cc1nc(C2CCC2)oc1N orbital_gap_ev=9.66 homo_ha=-0.3362 mol_weight_g_mol=163.18 e_above_lowest_ev=0.9994
C -1.40 0.93 1.43 0.446
H 2.36 -1.23 0.85 0.234
C 1.26 -1.47 -1.01 -0.805
H 0.53 -2.10 -0.45 0.274
H 2.51 1.23 0.01 0.325
H 3.57 -1.38 -0.43 0.336
H -4.07 0.75 -0.39 0.315
C 0.87 0.06 -1.18 0.339
H 2.96 0.61 -1.59 0.308
C -2.26 0.55 0.44 0.155
C -1.77 1.37 2.69 0.225
O -1.49 0.22 -0.61 -0.387
N -2.12 1.67 3.74 -0.498
N -0.11 0.84 1.01 -0.559
C 2.55 -1.06 -0.22 -0.531
H 0.56 0.33 -2.22 0.470
H 1.41 -1.83 -2.00 0.314
N -3.61 0.33 0.43 -0.587
C -0.22 0.42 -0.23 0.212
H -3.84 -0.66 0.47 0.289
C 2.31 0.43 -0.73 -0.876


(4)
23
Properties=species:S:1:pos:R:3:mulliken_charge:R:1 method="wB97M-V/def2-TZVPD" max_force_ev_per_a=5.82 orbital_gap_ev="5.78 / 7.36" multiplicity=3 homo_ha="-0.1968 / -0.3407" mol_weight_g_mol=211.25
H -0.39 4.47 -0.88 0.430
H 1.31 1.75 -0.88 0.453
C 0.23 3.67 -0.82 -0.941
S -0.29 2.59 0.54 -0.073
H -0.45 -3.78 2.47 0.365
N -0.09 -0.06 -2.18 1.056
C -0.43 -2.86 1.91 -0.525
H -2.28 -1.49 -0.64 0.456
H -2.13 -3.46 0.79 0.400
N -0.19 0.21 -0.89 -0.099
O -0.56 -1.05 -2.61 -0.624
O 0.34 0.89 -2.84 -0.695
C -1.44 -1.67 -0.01 -0.422
H 1.27 -1.93 2.70 0.488
C 0.60 -0.89 0.98 0.857
C 0.75 1.12 -0.15 -0.188
H 1.16 4.14 -0.75 0.345
H 0.13 3.13 -1.81 0.251
N -0.30 -0.91 -0.04 0.205
C 0.58 -1.96 1.93 -1.007
C 1.33 0.20 0.89 -0.676
C -1.39 -2.71 0.87 -0.384
H 2.23 0.60 1.43 0.329


(5)
22
Properties=species:S:1:pos:R:3:mulliken_charge:R:1 method="wB97M-V/def2-TZVPD" max_force_ev_per_a=6.99 orbital_gap_ev=6.37 homo_ha=-0.2931 mol_weight_g_mol=195.25 e_above_lowest_ev=9.3754
N -1.15 0.83 1.84 -0.744
H 0.98 -0.09 -4.11 0.385
C 0.65 0.18 -3.11 -0.545
H -1.30 2.51 0.78 0.612
O 0.91 2.99 -0.61 -0.642
N -0.53 -0.45 1.80 0.343
H 0.32 -3.08 3.34 0.317
N 0.25 -2.32 2.71 -0.635
H -0.28 -1.87 -2.68 0.258
S -0.92 -0.84 4.52 -0.315
H -0.95 -1.46 -0.31 0.351
H -0.39 -0.93 0.88 -0.233
C -0.52 -0.39 -1.04 -0.038
H 0.84 2.53 0.61 0.510
C -0.35 -1.16 2.87 0.434
H 0.47 -3.33 1.30 0.235
C 1.06 1.30 -2.53 -0.448
C 0.00 -0.80 -2.26 -0.317
H 1.72 2.17 -2.88 0.273
C -0.30 0.91 -0.48 0.155
C -0.99 1.46 0.73 -0.541
C 0.50 1.83 -1.36 0.585


(6)
22
Properties=species:S:1:pos:R:3:mulliken_charge:R:1 method="wB97M-V/def2-TZVPD" max_force_ev_per_a=4.32 smiles="CN1C(=O)c2ccccc2S1(=N)=N" orbital_gap_ev=8.99 homo_ha=-0.3312 mol_weight_g_mol=195.25 e_above_lowest_ev=3.6560
C 2.27 -1.29 0.18 -0.771
C -2.59 -1.29 0.07 -1.053
H 3.89 1.70 0.08 0.243
C 1.01 -0.74 0.04 0.214
H -1.23 1.74 -1.83 0.250
H -3.20 -1.20 0.95 0.319
H -2.40 1.28 1.71 0.246
N -1.26 -0.80 0.05 0.030
N -1.45 1.48 1.48 -0.659
C 3.01 0.95 0.11 -0.154
H -3.22 -0.86 -0.72 0.385
H -2.57 -2.37 -0.25 0.339
C 3.31 -0.39 0.05 -0.705
S -1.13 0.91 0.13 0.726
O -0.18 -2.79 0.07 -0.657
H 4.31 -0.60 0.09 0.518
N -1.85 1.49 -1.06 -0.656
C 0.75 0.64 0.09 0.079
H 2.51 -2.30 0.25 0.496
H 1.44 2.52 0.29 0.513
C -0.13 -1.59 0.04 0.854
C 1.75 1.54 0.17 -0.558